This record from the Open Molecules 2025 dataset describes 2 unconnected molecules or ions with the total composition C52H62N3O2Si. The level of theory is wB97M-V/def2-TZVPD.

Computed properties:
2S+1	1
frontier orbital gap	5.51	eV
total energy	-71368.8126	eV
total charge	+1
LUMO level	-4.11	eV

Last columns: bonded neighbours and bond lengths (Å).
Element x y z (Å)
1 C 0.338 2.736 -1.218  N2 1.444, H28 1.102, H29 1.101, H30 1.091
2 N 0.742 2.566 0.157  C1 1.444, C3 1.378, C23 1.461
3 C 0.560 3.620 1.026  N2 1.378, O4 1.224, C5 1.507
4 O 0.426 4.791 0.695  C3 1.224
5 C 0.490 3.049 2.419  C3 1.507, C6 1.532, N13 1.462, H31 1.098
6 C -0.948 3.169 2.932  C5 1.532, C7 1.512, H32 1.096, H33 1.098
7 C -1.922 2.727 1.864  C6 1.512, C8 1.399, C12 1.398
8 C -2.494 3.685 1.019  C7 1.399, C9 1.392, H34 1.093
9 C -3.320 3.303 -0.035  C8 1.392, C10 1.399, H35 1.091
10 C -3.613 1.950 -0.233  C9 1.399, C11 1.397, H36 1.091
11 C -3.099 0.995 0.648  C10 1.397, C12 1.399, H37 1.091
12 C -2.269 1.383 1.705  C7 1.398, C11 1.399, H38 1.095
13 N 0.934 1.671 2.211  C5 1.462, C14 1.358, C23 1.492
14 C 1.056 0.825 3.265  N13 1.358, C15 1.390, H39 1.089
15 C 0.955 -0.556 3.143  C14 1.390, C16 1.414, H40 1.101
16 C 1.687 -1.510 3.887  C15 1.414, C17 1.462, H41 1.103
17 C 1.775 -2.830 3.267  C16 1.462, C18 1.409, C22 1.409
18 C 2.989 -3.545 3.263  C17 1.409, C19 1.388, H42 1.088
19 C 3.053 -4.815 2.708  C18 1.388, C20 1.401, H43 1.094
20 C 1.931 -5.363 2.074  C19 1.401, C21 1.402, H44 1.091
21 C 0.763 -4.598 1.945  C20 1.402, C22 1.392, H45 1.093
22 C 0.659 -3.372 2.597  C17 1.409, C21 1.392, H46 1.093
23 C 1.240 1.346 0.787  N2 1.461, N13 1.492, C24 1.581, H47 1.111
24 C 2.756 1.072 0.430  C23 1.581, C25 1.531, C26 1.525, C27 1.519
25 C 3.597 2.226 0.982  C24 1.531, H48 1.097, H49 1.096, H50 1.097
26 C 2.904 0.965 -1.084  C24 1.525, H51 1.098, H52 1.095, H53 1.100
27 C 3.225 -0.245 1.025  C24 1.519, H54 1.098, H55 1.099, H56 1.092
28 H -0.756 2.855 -1.278  C1 1.102
29 H 0.815 3.648 -1.608  C1 1.101
30 H 0.640 1.871 -1.810  C1 1.091
31 H 1.224 3.549 3.065  C5 1.098
32 H -1.081 2.608 3.864  C6 1.096
33 H -1.094 4.235 3.151  C6 1.098
34 H -2.250 4.740 1.169  C8 1.093
35 H -3.727 4.066 -0.701  C9 1.091
36 H -4.248 1.647 -1.067  C10 1.091
37 H -3.338 -0.062 0.517  C11 1.091
38 H -1.884 0.639 2.409  C12 1.095
39 H 1.153 1.294 4.243  C14 1.089
40 H 0.342 -0.895 2.294  C15 1.101
41 H 2.555 -1.119 4.444  C16 1.103
42 H 3.865 -3.096 3.727  C18 1.088
43 H 3.991 -5.376 2.768  C19 1.094
44 H 1.978 -6.358 1.628  C20 1.091
45 H -0.073 -4.955 1.339  C21 1.093
46 H -0.290 -2.832 2.595  C22 1.093
47 H 0.631 0.474 0.466  C23 1.111
48 H 3.537 2.276 2.076  C25 1.097
49 H 4.646 2.060 0.713  C25 1.096
50 H 3.290 3.188 0.554  C25 1.097
51 H 2.189 0.241 -1.497  C26 1.098
52 H 2.781 1.930 -1.584  C26 1.095
53 H 3.915 0.601 -1.324  C26 1.100
54 H 2.559 -1.069 0.740  C27 1.098
55 H 4.233 -0.477 0.652  C27 1.099
56 H 3.295 -0.202 2.114  C27 1.092
57 C 3.437 3.115 11.081  Si58 1.855, H88 1.100, H89 1.097, H90 1.099
58 Si 1.608 2.908 11.319  C57 1.855, C59 1.857, C60 1.864, O61 1.660
59 C 1.201 2.026 12.901  Si58 1.857, H91 1.100, H92 1.099, H93 1.098
60 C 0.706 4.527 11.117  Si58 1.864, H94 1.096, H95 1.097, H96 1.096
61 O 1.052 2.014 10.036  Si58 1.660, C62 1.416
62 C 0.931 0.686 9.560  O61 1.416, C63 1.541, C69 1.546, C75 1.562
63 C 2.109 -0.153 10.093  C62 1.541, C64 1.397, C68 1.393
64 C 1.962 -0.888 11.272  C63 1.397, C65 1.400, H97 1.091
65 C 3.071 -1.527 11.840  C64 1.400, C66 1.395, H98 1.091
66 C 4.324 -1.424 11.235  C65 1.395, C67 1.397, H99 1.094
67 C 4.463 -0.692 10.053  C66 1.397, C68 1.398, H100 1.090
68 C 3.371 0.002 9.523  C63 1.393, C67 1.398, H101 1.092
69 C -0.443 0.110 9.972  C62 1.546, C70 1.396, C74 1.397
70 C -1.459 0.934 10.459  C69 1.396, C71 1.397, H102 1.093
71 C -2.680 0.374 10.842  C70 1.397, C72 1.395, H103 1.091
72 C -2.879 -1.003 10.749  C71 1.395, C73 1.398, H104 1.090
73 C -1.871 -1.825 10.238  C72 1.398, C74 1.397, H105 1.092
74 C -0.652 -1.266 9.847  C69 1.397, C73 1.397, H106 1.094
75 C 0.901 0.878 8.010  C62 1.562, C76 1.541, N79 1.464, H107 1.101
76 C -0.292 1.746 7.563  C75 1.541, C77 1.531, H108 1.094, H109 1.096
77 C -1.344 0.782 7.005  C76 1.531, C78 1.534, H110 1.102, H111 1.099
78 C -0.576 -0.478 6.586  C77 1.534, N79 1.462, H112 1.102, H113 1.101
79 N 0.717 -0.365 7.260  C75 1.464, C78 1.462, C80 1.340
80 C 1.741 -1.167 6.938  N79 1.340, C81 1.388, H114 1.092
81 C 1.619 -2.297 6.142  C80 1.388, C82 1.461, H115 1.100
82 C 2.557 -3.398 6.341  C81 1.461, C83 1.410, C87 1.411
83 C 2.128 -4.720 6.105  C82 1.410, C84 1.386, H116 1.090
84 C 2.985 -5.789 6.318  C83 1.386, C85 1.399, H117 1.091
85 C 4.313 -5.561 6.692  C84 1.399, C86 1.398, H118 1.087
86 C 4.761 -4.254 6.902  C85 1.398, C87 1.394, H119 1.094
87 C 3.897 -3.175 6.723  C82 1.411, C86 1.394, H120 1.089
88 H 3.790 3.860 11.808  C57 1.100
89 H 3.985 2.178 11.240  C57 1.097
90 H 3.655 3.481 10.068  C57 1.099
91 H 1.250 2.769 13.711  C59 1.100
92 H 0.195 1.585 12.894  C59 1.099
93 H 1.926 1.230 13.118  C59 1.098
94 H 1.101 5.246 11.842  C60 1.096
95 H 0.862 4.932 10.109  C60 1.097
96 H -0.371 4.415 11.285  C60 1.096
97 H 0.989 -0.949 11.763  C64 1.091
98 H 2.940 -2.094 12.763  C65 1.091
99 H 5.194 -1.910 11.684  C66 1.094
100 H 5.423 -0.630 9.540  C67 1.090
101 H 3.504 0.674 8.673  C68 1.092
102 H -1.293 2.010 10.564  C70 1.093
103 H -3.465 1.032 11.220  C71 1.091
104 H -3.828 -1.440 11.062  C72 1.090
105 H -2.008 -2.905 10.153  C73 1.092
106 H 0.163 -1.897 9.481  C74 1.094
107 H 1.848 1.354 7.710  C75 1.101
108 H -0.659 2.399 8.361  C76 1.094
109 H 0.078 2.384 6.753  C76 1.096
110 H -2.075 0.505 7.782  C77 1.102
111 H -1.908 1.209 6.164  C77 1.099
112 H -1.086 -1.401 6.905  C78 1.102
113 H -0.471 -0.531 5.491  C78 1.101
114 H 2.711 -0.883 7.353  C80 1.092
115 H 0.615 -2.583 5.795  C81 1.100
116 H 1.121 -4.882 5.721  C83 1.090
117 H 2.621 -6.808 6.173  C84 1.091
118 H 4.995 -6.396 6.832  C85 1.087
119 H 5.798 -4.064 7.198  C86 1.094
120 H 4.264 -2.156 6.835  C87 1.089